*a*
ORCA calculation (ωB97M-V/def2-TZVPD) on a 2-piece molecular cluster, C6H9N3O overall.

Last columns: bonded neighbours and bond lengths (Å).
Element x y z (Å)
1 N 0.140 1.938 -2.599  C2 1.452, H10 1.016, H11 1.019
2 C -0.275 2.147 -1.223  N1 1.452, C3 1.495, C5 1.513, H12 1.102
3 C -1.384 1.192 -0.919  C2 1.495, N4 1.190
4 N -2.373 0.837 -0.361  C3 1.190
5 C 0.832 2.053 -0.196  C2 1.513, C6 1.383, N9 1.369
6 C 2.086 1.475 -0.278  C5 1.383, C7 1.427, H13 1.088
7 C 2.755 1.739 0.954  C6 1.427, C8 1.379, H14 1.088
8 C 1.869 2.424 1.759  C7 1.379, N9 1.367, H15 1.086
9 N 0.718 2.618 1.046  C5 1.369, C8 1.367, H16 1.011
10 H 0.850 2.620 -2.850  N1 1.016
11 H 0.545 1.010 -2.710  N1 1.019
12 H -0.734 3.146 -1.152  C2 1.102
13 H 2.495 0.962 -1.146  C6 1.088
14 H 3.790 1.510 1.197  C7 1.088
15 H 1.942 2.735 2.797  C8 1.086
16 H -0.090 3.122 1.386  N9 1.011
17 O -1.304 -1.189 -1.434  H18 0.965, H19 1.143
18 H -0.398 -1.168 -1.103  O17 0.965
19 H -2.146 -0.877 -0.727  O17 1.143

Output
HOMO energy	-8.8	eV

The molecule's Löwdin atomic charges, reported in e, are given here: atom 1 (N): 0.052, atom 2 (C): -0.326, atom 3 (C): -0.133, atom 4 (N): 0.135, atom 5 (C): -0.258, atom 6 (C): -0.051, atom 7 (C): -0.092, atom 8 (C): -0.122, atom 9 (N): 0.061, atom 10 (H): 0.088, atom 11 (H): 0.080, atom 12 (H): 0.156, atom 13 (H): 0.101, atom 14 (H): 0.097, atom 15 (H): 0.113, atom 16 (H): 0.162, atom 17 (O): -0.198, atom 18 (H): 0.010, atom 19 (H): 0.126

---

*b*
ORCA calculation (ωB97M-V/def2-TZVPD) on one molecule with the formula C6H9N3O.

Last columns: bonded neighbours and bond lengths (Å).
Element x y z (Å)
1 C -2.002 -0.909 1.206  C2 1.509, H7 1.315, H8 1.198, H9 1.059
2 C -1.991 -0.088 -0.059  C1 1.509, N16 1.480, O19 1.153
3 C 0.509 -0.413 -0.393  N16 1.446, N17 1.281, N18 1.367
4 C 2.480 -0.901 0.133  C5 1.405, H11 1.146, N17 1.378
5 C 2.341 0.476 0.381  C4 1.405, H12 0.918, N18 1.302
6 C 0.457 2.072 0.185  H13 1.215, H14 0.970, H15 1.235, N18 1.495
7 H -0.821 -0.740 1.759  C1 1.315
8 H -2.137 -2.055 0.886  C1 1.198
9 H -2.721 -0.841 1.981  C1 1.059
10 H -1.108 -1.262 -1.335  N16 0.903
11 H 3.352 -1.634 0.012  C4 1.146
12 H 2.958 1.077 0.697  C5 0.918
13 H -0.427 2.179 -0.642  C6 1.215
14 H -0.041 2.205 1.006  C6 0.970
15 H 1.253 2.831 -0.378  C6 1.235
16 N -0.845 -0.521 -0.889  C2 1.480, C3 1.446, H10 0.903
17 N 1.332 -1.394 -0.449  C3 1.281, C4 1.378
18 N 1.099 0.725 0.083  C3 1.367, C5 1.302, C6 1.495
19 O -2.772 0.643 -0.488  C2 1.153

Output
HOMO energy	-8.0	eV

The molecule's Löwdin atomic charges, reported in e, are given here: atom 1 (C): -0.012, atom 2 (C): -0.536, atom 3 (C): -0.394, atom 4 (C): -0.118, atom 5 (C): -0.091, atom 6 (C): 0.021, atom 7 (H): 0.174, atom 8 (H): 0.130, atom 9 (H): 0.035, atom 10 (H): 0.044, atom 11 (H): 0.117, atom 12 (H): 0.027, atom 13 (H): 0.133, atom 14 (H): 0.006, atom 15 (H): 0.161, atom 16 (N): 0.138, atom 17 (N): 0.096, atom 18 (N): -0.086, atom 19 (O): 0.156

---

*c*
ORCA calculation (ωB97M-V/def2-TZVPD) on one molecule with the formula C6H9N3O.

Last columns: bonded neighbours and bond lengths (Å).
Element x y z (Å)
1 C -1.420 2.862 -1.025  C2 1.342, C3 1.482, H11 1.072
2 C -0.301 2.170 -0.765  C1 1.342, C4 1.390, H12 1.058
3 C -2.667 2.227 -0.539  C1 1.482, N7 1.240, H13 1.053
4 C -0.323 0.976 -0.054  C2 1.390, N8 1.556, N9 1.410
5 C 0.798 -1.864 -0.597  C6 1.544, H14 1.118, H15 1.112, H16 1.105
6 C 1.097 -1.006 0.651  C5 1.544, N8 1.438, H17 1.160, H18 1.123
7 N -2.664 1.138 0.053  C3 1.240, N9 1.318
8 N 1.078 0.378 0.261  C4 1.556, C6 1.438
9 N -1.583 0.403 0.219  C4 1.410, N7 1.318, O10 1.340
10 O -1.679 -0.514 1.192  N9 1.340, H19 0.920
11 H -1.393 3.677 -1.721  C1 1.072
12 H 0.668 2.488 -1.049  C2 1.058
13 H -3.597 2.720 -0.495  C3 1.053
14 H 0.779 -2.879 -0.130  C5 1.118
15 H -0.252 -1.647 -0.892  C5 1.112
16 H 1.533 -1.925 -1.420  C5 1.105
17 H 2.174 -1.101 1.072  C6 1.160
18 H 0.287 -1.180 1.408  C6 1.123
19 H -2.580 -0.644 1.327  O10 0.920

Output
HOMO energy (spin up / spin down)	-7.4 / -7.4	eV

The molecule's Löwdin atomic charges, reported in e, are given here: atom 1 (C): -0.007, atom 2 (C): -0.054, atom 3 (C): -0.129, atom 4 (C): -0.158, atom 5 (C): -0.115, atom 6 (C): -0.381, atom 7 (N): 0.084, atom 8 (N): 0.030, atom 9 (N): -0.140, atom 10 (O): 0.064, atom 11 (H): 0.099, atom 12 (H): 0.109, atom 13 (H): 0.097, atom 14 (H): 0.069, atom 15 (H): 0.063, atom 16 (H): 0.071, atom 17 (H): 0.124, atom 18 (H): 0.087, atom 19 (H): 0.086

---

Least stable: *c*

---

*a*
ORCA calculation (ωB97M-V/def2-TZVPD) on a 2-piece molecular cluster, C6H9N3O overall.

Last columns: bonded neighbours and bond lengths (Å).
Element x y z (Å)
1 N 0.108 0.246 2.526  C2 1.193
2 C 0.322 0.390 1.361  N1 1.193, C3 1.488
3 C 1.073 0.957 0.209  C2 1.488, N4 1.276, N9 1.360
4 N 1.000 2.226 0.103  C3 1.276, C5 1.438
5 C 1.799 3.084 -0.729  N4 1.438, C6 1.499, H10 1.104, H11 1.106
6 C 2.690 2.588 -1.828  C5 1.499, C7 1.333, H12 1.095
7 C 2.941 1.349 -2.251  C6 1.333, C8 1.492, H13 1.094
8 C 2.431 0.045 -1.736  C7 1.492, N9 1.449, H14 1.106, H15 1.100
9 N 1.802 0.003 -0.431  C3 1.360, C8 1.449, H16 1.017
10 H 1.117 3.825 -1.180  C5 1.104
11 H 2.425 3.690 -0.048  C5 1.106
12 H 3.225 3.402 -2.329  C6 1.095
13 H 3.597 1.232 -3.118  C7 1.094
14 H 1.728 -0.360 -2.488  C8 1.106
15 H 3.271 -0.664 -1.708  C8 1.100
16 H 1.719 -0.947 -0.079  N9 1.017
17 O -1.840 -0.546 1.195  H18 0.963, H19 1.166
18 H -2.131 0.221 0.689  O17 0.963
19 H -1.475 -0.370 2.288  O17 1.166

Output
HOMO energy	-9.4	eV

The molecule's Löwdin atomic charges, reported in e, are given here: atom 1 (N): 0.140, atom 2 (C): -0.106, atom 3 (C): -0.357, atom 4 (N): 0.091, atom 5 (C): -0.221, atom 6 (C): -0.096, atom 7 (C): -0.102, atom 8 (C): -0.185, atom 9 (N): 0.049, atom 10 (H): 0.119, atom 11 (H): 0.125, atom 12 (H): 0.105, atom 13 (H): 0.105, atom 14 (H): 0.128, atom 15 (H): 0.124, atom 16 (H): 0.143, atom 17 (O): -0.212, atom 18 (H): 0.014, atom 19 (H): 0.135

---

*b*
ORCA calculation (ωB97M-V/def2-TZVPD) on a 2-piece molecular cluster, C6H9N3O overall.

Last columns: bonded neighbours and bond lengths (Å).
Element x y z (Å)
1 C -1.067 1.793 -0.565  C4 1.546, N7 1.308, H11 1.028
2 C -0.875 0.331 1.316  C4 1.481, N8 1.286, H12 1.106
3 C 2.442 0.501 0.080  N9 1.202, O10 1.187
4 C -1.885 1.084 0.539  C1 1.546, C2 1.481, H13 1.146, H14 1.080
5 C 0.174 -0.190 -0.719  C6 1.556, N7 1.355, N8 1.354
6 C 0.693 -1.321 -1.654  C5 1.556, H15 1.070, H16 1.059, H17 1.071
7 N -0.273 0.986 -1.221  C1 1.308, C5 1.355
8 N -0.155 -0.432 0.572  C2 1.286, C5 1.354, H18 1.220
9 N 2.253 -0.238 1.009  C3 1.202, H19 0.985
10 O 2.775 1.331 -0.702  C3 1.187
11 H -1.298 2.694 -1.002  C1 1.028
12 H -0.733 0.416 2.410  C2 1.106
13 H -2.511 1.811 1.166  C4 1.146
14 H -2.517 0.358 0.049  C4 1.080
15 H 0.901 -2.261 -1.186  C6 1.070
16 H 1.501 -0.858 -2.158  C6 1.059
17 H -0.052 -1.458 -2.411  C6 1.071
18 H 0.557 -1.172 1.231  N8 1.220
19 H 3.056 -0.545 1.490  N9 0.985

Output
HOMO energy	-6.7	eV

The molecule's Löwdin atomic charges, reported in e, are given here: atom 1 (C): -0.106, atom 2 (C): -0.152, atom 3 (C): -0.383, atom 4 (C): -0.182, atom 5 (C): -0.432, atom 6 (C): -0.011, atom 7 (N): 0.073, atom 8 (N): -0.024, atom 9 (N): 0.141, atom 10 (O): 0.155, atom 11 (H): 0.066, atom 12 (H): 0.122, atom 13 (H): 0.127, atom 14 (H): 0.095, atom 15 (H): 0.065, atom 16 (H): 0.053, atom 17 (H): 0.062, atom 18 (H): 0.242, atom 19 (H): 0.089

---

Least stable: *b*

---

*a*
ORCA calculation (ωB97M-V/def2-TZVPD) on a 2-piece molecular cluster, C4H6N2O overall.

Last columns: bonded neighbours and bond lengths (Å).
Element x y z (Å)
1 C 0.376 0.008 -0.176  C3 1.374, N6 1.425, H8 1.031
2 C 1.315 2.075 -0.379  N5 1.367, N6 1.351, H9 0.998
3 C -0.371 0.823 0.639  C1 1.374, N5 1.411
4 C -1.814 -2.743 0.389  O7 1.212, H10 1.049, H11 1.080
5 N 0.258 2.077 0.487  C2 1.367, C3 1.411, H13 1.041
6 N 1.424 0.782 -0.754  C1 1.425, C2 1.351, H12 0.976
7 O -0.639 -3.032 0.444  C4 1.212
8 H 0.435 -1.020 -0.222  C1 1.031
9 H 1.773 2.888 -0.736  C2 0.998
10 H -2.608 -3.427 0.432  C4 1.049
11 H -2.102 -1.719 0.200  C4 1.080
12 H 2.206 0.382 -1.181  N6 0.976
13 H -0.254 2.906 0.856  N5 1.041

Output
HOMO energy (spin up / spin down)	-6.3 / -7.8	eV
multiplicity	3

The molecule's Löwdin atomic charges, reported in e, are given here: atom 1 (C): -0.158, atom 2 (C): -0.100, atom 3 (C): -0.136, atom 4 (C): -0.217, atom 5 (N): -0.017, atom 6 (N): 0.054, atom 7 (O): 0.060, atom 8 (H): 0.034, atom 9 (H): 0.086, atom 10 (H): 0.056, atom 11 (H): 0.072, atom 12 (H): 0.123, atom 13 (H): 0.143

---

*b*
ORCA calculation (ωB97M-V/def2-TZVPD) on a 3-piece molecular cluster, C4H6N2O overall.

Last columns: bonded neighbours and bond lengths (Å).
Element x y z (Å)
1 C 1.544 1.762 -0.210  N5 1.127, H13 1.036
2 C -1.976 0.953 0.917  C3 1.305, H8 1.101, H9 1.115
3 C -1.378 0.161 0.070  C2 1.305, N6 1.218
4 C 0.989 -1.767 -0.135  O7 1.186, H10 1.056, H11 1.177
5 N 0.954 2.240 -1.043  C1 1.127
6 N -0.723 -0.622 -0.596  C3 1.218, H12 1.012
7 O 1.949 -1.106 -0.355  C4 1.186
8 H -1.398 1.423 1.727  C2 1.101
9 H -3.054 0.868 1.191  C2 1.115
10 H 0.625 -2.068 0.809  C4 1.056
11 H 0.787 -2.435 -1.083  C4 1.177
12 H -0.490 -0.508 -1.574  N6 1.012
13 H 2.171 1.099 0.281  C1 1.036

Output
HOMO energy (spin up / spin down)	-5.6 / -9.2	eV
multiplicity	3

The molecule's Löwdin atomic charges, reported in e, are given here: atom 1 (C): -0.089, atom 2 (C): 0.050, atom 3 (C): -0.208, atom 4 (C): -0.298, atom 5 (N): 0.075, atom 6 (N): 0.092, atom 7 (O): -0.083, atom 8 (H): 0.060, atom 9 (H): 0.082, atom 10 (H): 0.067, atom 11 (H): 0.113, atom 12 (H): 0.110, atom 13 (H): 0.029

---

Least stable: *b*